Below is 11 unconnected molecules or ions with the total composition C41H74FN3O27 at a distorted geometry, with properties calculated with ωB97M-V/def2-TZVPD.

Properties
* molecular weight: 1060.0 u
* HOMO: -5.77 eV
* E_LUMO: 0.001 hartree

Geometry as XYZ:
```
146
Properties=species:S:1:pos:R:3:forces:R:3
F 4.86179 0.43379 -3.33457 -0.0047 -0.1309 0.0894
O 2.83542 -0.58423 -3.50138 0.3082 -1.2490 -0.0469
O 2.17888 -3.98588 4.06798 -0.5714 1.1056 0.6155
O 2.79664 0.84325 0.66660 -0.2396 -0.6604 -1.4927
O -2.74491 3.34607 3.71957 1.0912 -0.0683 -0.1189
O -0.08481 -4.77005 -2.45857 -0.0193 0.0917 -0.4519
O -0.07596 0.66755 -5.14706 -0.0183 0.3978 -0.1994
O 0.95742 -1.03734 0.91160 -0.6958 -0.5254 0.8478
O 0.91564 -2.50938 5.21289 0.0412 0.2192 -0.2572
O 4.30547 -1.10025 1.75975 1.2454 -0.9762 0.2531
O 1.77369 1.87317 2.40781 -0.6809 -0.4719 -1.9791
O -4.21594 -0.77739 4.65525 -1.1471 -0.9356 -0.0917
O -5.16906 2.24108 -1.61035 0.3112 0.2290 0.1752
O 1.63445 -4.79567 -1.01656 -0.0626 -0.0544 0.0642
O -4.24240 2.28278 4.93631 -0.2037 -1.0641 -0.7214
O 0.07717 6.04270 -2.00761 -0.3448 0.3663 0.3627
O -4.12985 1.97003 2.66058 -0.0468 -0.8423 0.4661
O 1.92194 -4.18641 6.29982 0.2636 0.2525 -0.1433
O 0.54195 -6.70725 -1.54543 -0.0406 0.8727 0.5528
O 3.83196 2.41809 1.92604 0.1678 -0.4074 -1.8399
O -6.38436 3.00101 0.12993 -0.0839 1.8644 -0.9302
O 2.31614 6.31805 -2.00584 -0.4504 0.7781 -0.4608
O -2.15204 -1.29693 4.24673 1.3450 -0.5655 -0.8978
O 1.42586 4.57565 -0.93697 0.1549 0.6561 0.3380
O -3.71550 -1.51318 2.59439 0.4267 -0.3954 0.0523
O 2.22423 -2.76080 -3.95076 -0.2376 0.2452 -0.6124
O -5.71075 0.92972 0.18163 -0.5571 0.3861 -0.6297
O 3.66639 -2.29548 -2.31994 0.3233 -0.1662 -0.9008
N -1.23809 0.79445 0.12744 -0.9385 1.3059 -0.9367
N 6.36755 -0.79536 4.08518 0.6241 -0.0653 -0.7852
N -1.38690 0.28972 -5.43222 -1.2004 -1.0793 0.0361
C -2.20023 2.27762 -6.70680 0.1977 0.6072 0.4373
C -3.83403 0.82307 -5.66272 -0.5724 -0.4411 1.9618
C 3.39103 5.81164 -1.25324 -0.4415 -0.8867 2.1064
C -1.53336 -1.13366 -5.84972 -0.6877 1.0943 0.2367
C -3.05622 -1.39372 -6.08562 0.9150 -1.9954 -0.8776
C 5.67581 -0.66231 1.65896 -2.4525 0.4602 -0.2254
C 1.81163 -2.88872 3.17895 0.4481 -0.9338 -0.7996
C 6.42326 0.71279 4.07290 -0.6183 -0.3851 0.7199
C -5.68897 2.10274 -0.55224 -0.4287 -1.7461 1.0076
C -3.62124 3.15571 5.85449 0.5915 1.0295 -0.3598
C -4.01338 -0.62835 -5.20289 0.2227 0.4400 -2.0788
C 0.60310 -2.30543 3.81591 -0.0057 0.1270 -0.0636
C -1.10382 -0.62679 -0.33276 0.9132 -0.2067 0.2940
C -2.59076 1.32032 -0.30800 -0.1330 -0.5674 0.0935
C -7.08745 2.47357 1.22347 0.2260 -0.4499 1.0908
C -0.64717 -6.98934 -2.26267 0.0025 -0.8308 -0.6878
C -0.67695 -1.45141 -7.08283 0.5015 0.6693 0.0427
C -0.79962 -5.76906 -3.16098 -0.6195 -0.9581 -0.5143
C -2.41082 2.13294 -4.14714 1.1251 -0.9691 0.1629
C -2.74894 4.07424 4.94935 -1.3462 -0.6778 0.4465
C -3.71188 2.41810 3.67952 -0.4868 1.7416 0.5833
C 2.85733 -1.96603 -3.34762 0.3008 0.2725 0.8056
C -1.14281 -1.98723 -4.66936 0.3475 0.2015 1.4157
C 2.84819 4.43596 -0.84545 1.3220 -0.3504 -0.9096
C -0.23667 1.70223 -0.55963 0.9515 -0.8984 0.8226
C 0.78519 -5.36407 -1.61831 0.2233 -0.1844 0.3166
C 0.33025 -1.07821 -0.34176 2.0491 -0.4785 0.3440
C 1.71380 -3.59621 5.27865 -0.1265 -1.1153 0.6965
C 5.02314 -1.27452 4.60061 1.0628 1.0641 0.3709
C -6.88927 0.97735 1.03730 0.4028 -1.2294 -0.6085
C 3.78225 -0.00749 -2.61548 -1.1331 0.5276 -0.6478
C 7.49816 -1.41204 4.86335 -0.5498 0.4436 -0.3926
C -2.08895 -0.57199 5.46923 -1.0594 0.4056 0.5229
C 4.11663 -1.11815 -1.66182 -0.9630 -0.2199 0.5320
C -3.55650 -0.68090 5.88978 0.4437 1.6345 1.4888
C 2.75876 1.77399 1.56917 0.9959 0.6069 5.2739
C 1.15042 5.72250 -1.62529 0.9919 -1.3537 -0.9096
C -2.38587 1.34840 -5.48498 -0.8397 0.7380 -0.6767
C -1.18590 1.03824 1.62124 0.1559 0.0536 -0.6091
C 6.59738 -1.31090 2.64653 -0.4122 0.1392 0.2993
C -3.38490 -1.27262 3.70878 -0.2484 1.1429 0.8840
H -2.07112 0.63170 2.10380 0.0364 -0.4139 -0.2893
H 6.34239 1.12750 5.07825 0.2447 -0.4231 0.1967
H -1.02662 -3.03549 -4.94185 -0.0216 -0.0363 0.1963
H -1.39075 -0.97135 6.19949 0.0737 -0.5329 -0.3821
H 5.50517 0.40439 1.84295 1.1882 0.2457 -0.1909
H -4.40722 3.67869 6.39408 0.1161 0.0218 0.0914
H 0.51953 -1.25834 3.53535 -0.1570 0.0642 0.3987
H -0.41513 2.71219 -0.20855 -0.2078 0.1294 -0.5281
H 0.77807 1.44729 -0.23891 -0.1272 0.0004 0.3317
H 4.25901 -0.91115 3.91939 0.0023 -0.5751 -0.2090
H -2.66214 1.44201 -3.33640 -0.5093 -0.1720 -0.2526
H -3.87125 -0.74704 -4.13049 0.2192 -0.0574 -0.0236
H 3.83726 -0.36037 1.32440 -1.1160 0.5378 -0.2871
H 3.22736 0.83746 -2.21227 0.6754 0.2186 0.4530
H -6.62382 2.79459 2.15846 0.1375 0.1133 -0.1240
H 0.35513 -1.13763 -6.90407 0.0398 -0.3524 0.4074
H -3.23930 5.01481 4.71120 0.3133 0.2645 0.3308
H 4.34223 5.68387 -1.75971 -0.2318 0.4614 -0.5006
H -1.80205 0.46967 5.30050 0.0308 -0.0524 -0.3984
H -3.22532 -2.48221 -6.05720 0.3379 -0.0656 0.8411
H 4.88828 -0.73936 5.54078 -0.0089 -0.3274 0.2099
H -4.23078 1.03669 -6.65226 0.1194 -0.5009 -0.1730
H -1.78858 4.15572 5.44599 0.3566 0.3107 -0.7561
H 5.51130 1.04558 3.57707 0.3075 0.3863 -0.3981
H -3.95600 0.21163 6.37690 0.3130 0.2855 -0.2799
H -0.67487 -2.51054 -7.33804 -0.1330 -0.0037 -0.0428
H -7.69526 0.44128 0.52697 -0.1294 0.4847 -0.3198
H -1.53207 -7.19024 -1.65397 0.3482 0.1919 0.4685
H -0.40870 -6.04906 -4.14358 0.6214 0.7277 0.0467
H 5.14933 -2.34116 4.75464 -0.6408 -0.1019 -0.1565
H 7.36321 1.02156 3.62740 -0.1819 0.1183 -0.2911
H 5.97373 -0.74958 0.61401 0.6845 -0.3213 0.1393
H -0.24840 1.50367 -1.62888 -0.5475 0.4502 -0.0982
H -1.82797 -5.47021 -3.35480 -0.0040 0.2147 0.4432
H -2.92736 2.67273 6.54467 -0.4424 -0.5795 0.0310
H 1.01825 -0.50634 -0.97912 -0.7054 0.1923 -0.5740
H 2.64161 -2.18607 3.17975 -0.0507 0.0072 -0.4151
H 3.23268 3.77149 -1.62705 -0.6746 -0.3946 -0.0894
H 7.30617 -1.30838 5.92728 0.2766 0.2794 0.0205
H 3.24009 4.01161 0.07925 -0.5871 0.2611 0.4414
H 5.17103 -1.19356 -1.41929 -0.0339 0.0278 0.0386
H -0.91409 -0.83178 -7.95139 -0.6355 -0.2180 -0.0031
H -2.24822 1.74739 -7.65897 0.3968 -0.3539 0.1654
H -3.03422 2.98183 -6.78682 0.0810 0.1641 0.3487
H -4.48824 1.34065 -4.95237 0.1791 0.7000 -0.3382
H 1.61548 -3.32876 2.20652 0.2586 0.2968 -0.1313
H -2.69014 2.38951 -0.13669 0.3384 -0.0228 0.2837
H 8.38373 -0.91708 4.47336 0.2447 0.0128 0.5887
H -6.67431 0.31907 1.87687 0.2137 0.7059 0.4720
H -3.24703 -1.34723 -7.16580 -0.3424 1.2545 0.0700
H 6.53925 -2.38641 2.81154 -0.4672 -0.1025 -0.7147
H 7.61286 -1.11109 2.30183 0.1704 0.2938 0.5754
H -1.39491 2.40860 -3.84800 -0.1000 0.7581 -0.3350
H -0.02377 0.69810 -4.18333 0.1765 -0.1152 -0.0169
H -0.32091 -2.84281 3.60831 0.0573 0.0380 -0.1501
H -3.72014 -1.41032 6.68833 -0.2811 -0.9899 -0.9439
H -3.12466 2.95055 -4.12382 0.2275 0.1884 -0.1301
H 3.50535 6.42331 -0.35339 0.2485 0.2350 -0.2011
H -1.42464 -0.74819 -1.36865 -0.5957 0.3424 0.1343
H -1.65523 -1.26041 0.36181 -0.3048 0.1116 -0.1388
H -1.27702 2.85026 -6.60617 0.0610 -0.0406 -0.2808
H -1.86825 -1.83825 -3.85882 -0.5415 -0.5069 -0.3660
H -0.26525 -1.64464 -4.11169 0.5552 -0.2005 -0.8287
H -3.34029 0.79257 0.27604 -0.0877 -0.0335 -0.1476
H 3.44486 -1.06145 -0.80422 0.6441 0.4865 0.4180
H -0.24324 0.66472 2.01437 0.0409 0.3907 0.0484
H -8.09746 2.87633 1.20166 -0.1309 -0.4016 -0.1469
H 0.43523 -2.11051 -0.69643 -0.6204 -0.0031 -0.2111
H -0.39160 -7.89644 -2.81302 -0.4755 0.0611 -0.1801
H -1.28545 2.12094 1.65356 0.4147 0.0038 0.5597
H 1.60311 -0.28784 0.92932 0.4313 0.5764 -0.0216
H 7.57141 -2.46868 4.61493 -0.1786 -0.0176 0.0363
H -5.02938 -0.92892 -5.46719 -0.0621 -0.1069 0.2962
H -2.74256 1.16519 -1.37098 0.1259 -0.2254 0.0302
```
Forces are in eV/Å.

Results of the Löwdin charge analysis, in e, for atoms 1 through 2: atom 1 (F): 0.06, atom 2 (O): 0.11